Below is 13 unconnected molecules or ions with the total composition C58H101F3O38 at a distorted geometry, with properties calculated with ωB97M-V/def2-TZVPD.

The geometry in XYZ format:
```
200
Properties=species:S:1:pos:R:3:forces:R:3
C -11.70480 7.40864 13.04775 -0.41 0.95 -1.15
O -11.43525 8.45222 12.11242 1.27 0.12 -0.44
C -10.80893 9.57829 12.71338 -0.33 0.77 -1.22
C -10.66879 10.64880 11.60840 0.45 -0.68 0.39
O -9.67215 10.26398 10.66371 -0.65 -0.62 0.61
C -9.05094 11.32300 9.97027 0.10 -0.21 0.02
C -8.31457 10.75070 8.76853 -0.16 0.36 0.31
O -7.21757 9.98649 9.16789 0.32 -0.59 1.16
C -6.61360 9.35845 8.07015 0.25 0.19 -0.44
H -10.82172 7.13762 13.62638 -0.17 0.17 0.38
H -12.00851 6.54750 12.45251 -0.14 -0.01 0.21
H -12.54670 7.88425 13.55085 -0.07 -1.04 1.22
H -9.84551 9.36278 13.17540 0.08 -0.32 -0.05
H -11.46967 10.00804 13.46626 -0.14 0.01 0.37
H -10.45785 11.63623 12.01900 0.27 0.02 0.30
H -11.66758 10.72023 11.17781 -0.08 0.07 -0.48
H -8.35900 11.82764 10.64455 0.23 0.20 0.02
H -9.82193 12.03233 9.66942 0.06 0.23 -0.39
H -7.91013 11.55041 8.14806 -0.40 0.37 -0.27
H -9.01021 10.13404 8.19939 -0.18 -0.02 -0.28
H -5.66088 8.89256 8.32188 -0.12 0.09 0.52
H -6.39012 10.12369 7.32679 0.02 -0.10 -0.44
H -7.26854 8.59692 7.64685 -0.15 -0.07 -0.23
C -4.81060 9.81792 20.57429 0.50 0.24 -0.87
O -3.86411 9.48811 19.54552 1.03 -0.05 1.71
C -4.33946 9.10662 18.28262 -0.44 -0.43 1.33
C -5.12369 7.80108 18.36389 0.13 0.43 -0.92
O -4.33163 6.71391 18.82017 -0.24 0.01 -0.17
C -4.98200 5.44765 18.78181 -0.52 -0.03 -0.56
C -5.43873 4.94010 17.37050 0.86 0.72 1.54
O -6.68088 5.46711 16.96282 -0.29 0.47 0.82
C -6.86624 5.18563 15.61284 0.15 -1.05 -0.67
H -5.59461 9.07664 20.72896 -0.14 -0.01 -0.32
H -5.20165 10.80803 20.34007 -0.57 0.02 0.00
H -4.31980 9.92230 21.54193 0.52 -0.18 -0.28
H -3.49256 8.95834 17.61263 0.14 0.23 0.20
H -4.94864 9.94745 17.95095 -0.45 -0.28 -0.74
H -5.40731 7.66272 17.32057 -0.50 -0.44 -0.08
H -6.01183 7.94117 18.98008 -0.21 -0.24 0.01
H -5.83142 5.39299 19.46270 -0.49 0.47 0.01
H -4.29551 4.74130 19.24861 0.37 -0.03 -0.49
H -5.50555 3.85446 17.44143 0.05 -0.27 -0.20
H -4.65459 5.22585 16.66940 0.16 -0.15 -0.26
H -6.57526 4.14812 15.44846 0.13 -0.25 -0.33
H -6.22173 5.80138 14.98550 -0.07 0.17 -0.22
H -7.90458 5.21559 15.28261 -0.04 0.57 0.35
C -3.82936 2.94248 14.50261 1.37 -0.36 0.00
O -2.80091 3.32560 15.41446 -0.17 0.88 0.48
C -2.33978 2.36717 16.32013 1.07 -0.65 -0.07
C -1.18085 2.83722 17.26504 -0.69 -0.18 -0.73
O 0.05667 2.98839 16.57706 0.17 0.10 -0.03
C 1.18657 3.29256 17.39147 0.21 -0.83 0.51
C 2.50289 3.07147 16.65721 -0.21 0.56 -1.64
O 2.66206 1.82737 16.00157 0.73 -0.84 0.38
C 3.97532 1.69754 15.42763 -0.23 0.83 -0.30
H -3.44047 2.16935 13.83994 0.07 -0.19 -0.28
H -3.98495 3.84301 13.90851 -0.62 -0.17 0.18
H -4.70824 2.49472 14.96650 -0.25 0.48 0.26
H -1.99296 1.49438 15.76691 0.53 -0.18 -0.28
H -3.12956 1.90989 16.91616 -0.44 0.50 0.51
H -1.10767 2.05091 18.01634 0.19 -0.23 0.15
H -1.45830 3.74649 17.79828 -0.06 0.32 -0.10
H 1.18812 2.73088 18.32561 -0.32 -0.52 0.07
H 1.22058 4.33092 17.72127 -0.28 0.38 -0.19
H 3.40560 3.30152 17.22314 -0.24 -0.04 0.78
H 2.48604 3.84563 15.89008 0.15 0.25 -0.48
H 4.06916 2.36197 14.56867 -0.18 0.13 -0.28
H 4.23985 0.70190 15.07151 -0.76 -0.19 0.31
H 4.78795 2.01552 16.08079 -0.14 -0.03 0.61
C -9.60953 6.33256 9.85941 1.02 0.30 0.32
C -8.17059 6.68646 10.39923 -2.74 0.84 -0.87
O -7.30832 5.58741 10.18797 1.71 -0.89 1.08
C -6.77266 4.96859 11.27475 -2.28 1.20 2.12
O -7.18809 5.09150 12.43440 1.34 -0.43 -3.16
C -5.51515 4.13243 10.94601 -0.84 -0.17 0.48
F -5.39273 3.94147 9.60672 -0.08 -0.67 0.87
F -4.47261 4.81450 11.35324 0.95 0.64 -0.07
F -5.51740 3.00302 11.67375 -0.19 0.19 -1.28
H -10.19886 7.24946 9.86838 -0.08 -0.06 0.40
H -10.08431 5.53409 10.42962 -0.07 0.21 0.21
H -9.60660 6.02147 8.81476 0.39 -0.02 -0.08
H -8.23078 7.07949 11.41412 0.21 -0.75 0.26
H -7.85333 7.55796 9.82659 0.59 -0.31 -0.28
C -12.07878 9.03395 8.70629 -0.61 -0.71 0.67
C -12.98163 7.83550 9.21905 2.03 1.13 -2.03
C -14.23364 8.22687 9.90338 -0.37 0.56 0.69
O -15.23686 7.40239 9.27804 -0.26 0.36 1.69
C -14.73182 6.86243 8.18857 -2.43 -1.44 -3.46
O -15.42918 6.21523 7.38691 2.11 1.32 2.10
O -13.47929 7.22925 7.99328 0.36 -0.75 0.09
H -12.04505 9.82950 9.45064 0.21 -0.24 0.05
H -12.50948 9.47210 7.80596 -0.37 -0.22 0.02
H -11.07019 8.73222 8.42378 -0.09 -0.17 0.29
H -12.45151 7.05718 9.76794 0.27 0.16 -0.06
H -14.45728 9.28460 9.76449 -0.32 -0.05 -0.17
H -14.13877 8.03941 10.97294 -0.42 -0.17 -0.02
C -15.85903 6.03824 13.09872 0.11 1.14 1.29
C -15.37343 4.79460 12.44067 -0.71 -0.02 0.81
C -15.97988 4.42948 11.12172 -0.60 -0.47 0.24
O -14.86361 4.02593 10.32724 1.35 0.61 0.09
C -13.70832 4.40304 10.95425 2.39 -1.30 -0.51
O -12.54691 4.15548 10.53346 -4.54 1.38 1.63
O -14.03539 4.97767 12.16845 3.45 -0.17 -2.50
H -15.05131 6.39825 13.73598 -0.06 -0.69 0.92
H -16.76967 5.87642 13.67547 0.10 0.12 0.01
H -15.91729 6.99021 12.57103 -0.65 -0.53 -1.28
H -15.37309 3.94860 13.12797 -0.57 -0.01 0.27
H -16.51200 5.29899 10.73586 0.07 -0.30 -0.65
H -16.60445 3.54841 11.26905 -0.30 0.27 -0.47
C -6.33735 5.03404 6.24804 0.40 -0.06 0.65
C -5.45892 6.04287 7.04357 0.07 -0.64 -0.59
C -3.99307 5.58526 7.33155 -1.85 -1.24 -0.60
O -3.26554 6.74028 7.10523 1.70 0.51 0.44
C -3.93817 7.58837 6.32573 1.02 2.68 0.11
O -3.45983 8.63281 5.90816 -1.03 -2.12 0.44
O -5.19754 7.20116 6.23203 -0.82 0.19 -0.91
H -6.71396 4.27035 6.92852 -0.04 0.05 0.25
H -5.78008 4.47608 5.49555 0.38 0.27 -0.04
H -7.20529 5.44680 5.73384 0.10 0.50 0.31
H -5.93788 6.42628 7.94451 -0.21 -0.29 0.06
H -3.72923 4.86411 6.55797 0.17 -0.29 0.04
H -3.84408 5.13023 8.31076 0.14 0.51 -0.03
C -7.51455 8.43854 14.76249 0.13 0.37 -1.13
C -6.31494 9.05419 13.95837 -2.08 -0.64 0.31
C -6.69440 9.90773 12.72646 0.51 -0.79 -0.36
O -5.81013 11.07437 12.82591 -0.39 -0.85 0.53
C -5.24231 11.08074 14.07661 0.54 0.75 0.08
O -4.48409 11.93259 14.50038 -1.69 -1.82 -0.90
O -5.67790 9.98804 14.76049 1.53 1.68 1.33
H -8.05019 7.75759 14.10105 0.23 -0.43 -0.10
H -8.29347 9.15548 15.02210 0.36 0.49 0.20
H -7.21387 7.88964 15.65490 0.19 0.13 -0.12
H -5.61857 8.24173 13.75085 0.07 0.11 -0.44
H -7.74767 10.16876 12.62367 0.01 0.59 0.65
H -6.53106 9.33191 11.81550 0.66 0.35 -0.16
C -4.00655 0.23326 7.56176 -0.66 -0.50 -0.05
C -4.80300 0.59822 8.81639 1.00 0.20 -2.52
C -5.59086 -0.52752 9.43199 -0.51 0.31 -0.27
O -5.00588 -0.70902 10.70685 0.68 -0.13 0.41
C -3.96214 0.11912 10.85466 1.80 1.46 3.23
O -3.25655 0.22690 11.88535 -2.41 -0.58 -4.00
O -3.84360 0.93110 9.75303 0.84 0.06 2.76
H -4.72850 -0.25873 6.90998 0.28 0.01 -0.53
H -3.19606 -0.45588 7.79899 -0.13 -0.17 0.08
H -3.55099 1.09514 7.07417 -0.25 0.07 0.05
H -5.40975 1.45635 8.52730 -0.20 0.17 0.60
H -5.49582 -1.43871 8.84139 -0.27 -0.09 0.18
H -6.61347 -0.16797 9.54627 -0.14 -0.64 0.20
C -1.35578 4.69264 12.16417 0.27 0.85 -0.50
C -0.29697 3.65044 12.33240 -1.52 -0.46 1.70
C -0.36767 2.50414 11.34492 -1.23 0.77 0.07
O 0.92001 2.55100 10.72394 -0.78 -1.68 0.12
C 1.67436 3.43829 11.36502 4.49 0.88 -3.22
O 2.85388 3.65015 11.04214 -2.83 -0.77 1.30
O 0.97504 4.18643 12.14795 0.48 1.53 1.26
H -1.43458 5.01005 11.12439 -0.03 -0.06 -0.26
H -0.99616 5.56665 12.70720 -0.52 0.09 0.29
H -2.34328 4.36269 12.48678 0.27 0.03 0.21
H -0.35017 3.37401 13.38542 0.07 -0.57 0.05
H -1.17511 2.80265 10.67631 0.37 -0.30 -0.82
H -0.72859 1.57343 11.78267 0.93 -0.34 -0.06
C 0.18937 8.19459 10.78920 -0.42 -0.60 -0.77
C -1.18233 8.82777 10.72367 0.42 2.16 0.38
C -2.06716 8.94566 9.42228 4.20 -0.71 0.52
O -3.21879 8.33003 9.85167 -2.44 1.16 -3.21
C -3.25780 8.08249 11.11917 -2.38 -2.70 1.71
O -4.24157 7.59163 11.66259 1.41 1.27 -0.46
O -2.07225 8.19742 11.62800 1.01 -0.21 1.88
H 0.94144 8.73331 10.21277 -0.29 0.08 -0.30
H 0.05874 7.19576 10.37281 0.56 -0.25 0.13
H 0.60301 8.15320 11.79682 -0.45 -0.11 0.10
H -1.08484 9.83970 11.11687 0.08 0.21 0.03
H -1.56923 8.38593 8.63052 -0.51 -0.36 -0.20
H -1.99822 9.98280 9.09414 -1.40 0.09 0.16
C -13.09185 3.77411 6.14115 -0.54 -0.92 -1.19
C -12.35459 4.62509 5.09134 -2.23 -0.60 0.93
C -13.07301 5.96191 4.77411 -0.79 -2.10 -1.94
O -12.07447 6.91613 5.00703 -1.16 1.16 -0.58
C -11.05643 6.32253 5.57329 2.58 3.39 2.72
O -10.11785 6.91801 6.06446 -0.35 -0.25 -0.92
O -11.24692 5.07697 5.76857 1.92 -2.26 0.55
H -13.84720 3.13768 5.68016 -0.27 0.17 -0.27
H -13.62357 4.36743 6.88502 0.41 0.14 0.04
H -12.42624 3.02993 6.57847 0.23 0.36 0.22
H -12.02469 4.10157 4.19401 -0.23 -0.26 0.04
H -14.03358 6.00753 5.28727 0.42 0.86 0.67
H -13.30809 5.95141 3.70982 -0.05 0.33 -0.08
C -9.64451 3.05220 8.18093 -0.45 0.27 -0.73
C -9.69738 2.61326 9.61198 -0.55 0.98 -0.47
C -10.51461 1.39563 9.91978 -0.79 0.62 0.22
O -9.76597 0.75988 10.98651 -2.24 -0.66 -0.64
C -8.61314 1.33292 11.05828 5.32 -0.62 2.66
O -7.69311 1.03227 11.84290 -2.86 0.66 -2.17
O -8.44950 2.26999 10.11911 1.66 0.23 0.17
H -10.64981 3.29696 7.83803 -0.17 0.10 0.22
H -9.30644 2.30014 7.46806 0.32 -0.28 0.28
H -9.07570 3.96766 8.01820 0.18 -0.11 0.24
H -10.09359 3.41579 10.23411 0.08 0.30 -0.11
H -10.65525 0.78100 9.03063 -0.03 -0.50 0.43
H -11.42468 1.83111 10.33238 -0.42 -0.97 -0.13
```
Forces are in eV/Å.

Computed properties:
Gap between HOMO and LUMO in eV: 9.1648
HOMO energy in Ha: -0.335
Net charge: 0
Energy relative to the best compared isomer or geometry (same formula, charge and spin) in kcal per mole: 0.0
Total energy in eV: -147735.618